# 1
This record from OMol25 describes a structure of composition C13H24FeN12O2S. The level of theory is wB97M-V/def2-TZVPD.

Computed properties:
total charge: 0
E: -81069.886 eV
⟨S²⟩: 6.01
LUMO energy (alpha / beta): 0.32 / 0.31 eV
gap between HOMO and LUMO (alpha / beta): 8.10 / 8.07 eV
spin multiplicity: 5

```
53
Properties=species:S:1:pos:R:3:forces:R:3:nbo_charge:R:1
Fe 0.2009 -0.0762 0.1897 -0.4408 0.0482 -0.3171 1.408
C -1.5335 -1.4638 -1.9006 0.0124 0.0373 0.0436 -0.239
C -2.5825 -0.6269 -1.1725 -0.0474 -0.0195 0.0050 -0.230
N -1.9711 0.4386 -0.3684 0.1514 -0.1204 -0.0415 -0.704
C -2.7300 0.7625 0.8334 0.0900 -0.0809 -0.0085 -0.231
C -2.7149 -0.3819 1.8570 -0.0578 -0.0075 0.0802 -0.535
S -1.1661 -1.3272 1.9956 0.2623 0.2872 0.0608 0.254
C -1.4956 -2.8164 1.0022 -0.1096 -0.0716 0.1121 -0.539
C -0.5344 -2.9937 -0.1624 -0.0602 -0.0728 -0.0786 -0.237
N -0.4132 -1.8176 -1.0212 0.1246 -0.1103 -0.0308 -0.679
H -1.9995 -2.3559 -2.3322 -0.0655 -0.0042 -0.0132 0.190
H -1.1284 -0.8642 -2.7146 0.0641 -0.0233 -0.0024 0.238
H -3.2798 -0.2069 -1.9009 -0.0273 -0.0534 -0.0694 0.210
H -3.1698 -1.2603 -0.5094 -0.0209 0.0278 -0.0060 0.186
H -1.7984 1.2524 -0.9609 0.0148 -0.0536 0.0816 0.431
H -2.2752 1.6410 1.2786 0.0441 0.0777 0.0583 0.221
H -3.7778 1.0043 0.6205 -0.0325 0.0083 -0.0569 0.189
H -2.8908 0.0412 2.8447 0.0024 -0.0383 0.0113 0.254
H -3.5033 -1.1122 1.6777 -0.0388 0.0351 -0.0157 0.217
H -1.3708 -3.6686 1.6695 -0.0482 -0.0155 -0.0012 0.242
H -2.5402 -2.8027 0.6925 0.0539 -0.0154 -0.0282 0.215
H 0.4618 -3.1813 0.2419 0.0223 -0.0108 -0.0153 0.230
H -0.8404 -3.8854 -0.7234 -0.0141 -0.0099 -0.0395 0.191
H 0.4204 -1.9300 -1.5862 0.0129 0.0524 -0.0133 0.399
N 3.1065 0.4564 -1.7038 -0.0756 -0.0813 0.0659 -0.597
C 1.9303 0.9629 -2.2196 0.3627 -0.0813 0.0033 0.434
N 1.8308 1.5857 -3.3839 -0.1341 0.1222 -0.0242 -0.375
N 0.5337 1.9413 -3.4568 0.0871 -0.1089 0.1519 -0.084
N -0.1007 1.5505 -2.4023 0.1288 0.0007 -0.1378 -0.192
N 0.7733 0.9038 -1.5836 -0.5027 0.3117 -0.0282 -0.578
C 3.1923 -0.2726 -0.5341 0.0033 0.2104 -0.3325 0.452
N 4.3164 -0.7797 -0.0769 0.1000 -0.1898 0.2345 -0.381
N 3.9598 -1.4100 1.0708 -0.0654 0.1247 -0.1540 -0.079
N 2.7028 -1.2840 1.2882 0.1325 0.0632 -0.1864 -0.136
N 2.1615 -0.5509 0.2660 0.0155 -0.1814 0.5438 -0.617
H 3.9353 0.5300 -2.2665 0.0283 -0.0090 0.0000 0.429
O -0.3613 1.4682 3.1903 -0.1156 0.0509 -0.0062 -0.579
C 0.3050 2.1216 2.4390 0.1276 0.0273 -0.1185 0.785
O 0.2047 2.0009 1.0944 0.1832 0.1107 0.3883 -0.752
C 1.3449 3.1599 2.8639 -0.0349 0.1616 -0.0887 -0.179
N 1.9643 3.7535 1.6637 -0.1755 -0.0671 -0.0311 -0.655
C 1.6474 5.2001 1.6082 -0.0047 -0.1379 -0.0008 -0.220
C 0.3933 5.3198 2.4657 0.0382 -0.0255 0.0142 -0.419
C 0.6747 4.3308 3.5964 -0.0161 -0.0188 0.0361 -0.400
H 2.0570 2.6329 3.4967 0.0669 -0.0195 0.0020 0.245
H 0.9014 2.6495 0.7627 -0.0717 -0.1128 -0.1034 0.529
H 2.9511 3.5566 1.5835 0.0118 -0.0176 0.0248 0.400
H 1.4929 5.5147 0.5776 0.0075 -0.0072 -0.0145 0.213
H 2.4568 5.7993 2.0326 0.0259 -0.0006 0.0251 0.185
H -0.4875 5.0123 1.8958 0.0117 0.0029 -0.0029 0.206
H 0.2303 6.3360 2.8186 -0.0212 -0.0003 0.0000 0.229
H -0.2069 4.0097 4.1478 0.0010 0.0250 0.0066 0.237
H 1.3829 4.7667 4.3024 -0.0069 -0.0187 0.0173 0.214
```
Forces are in eV/Å.



# 2
This record from OMol25 describes a structure of composition C26H23BCl6F3O3 in a non-equilibrium geometry. The level of theory is wB97M-V/def2-TZVPD.

Computed properties:
total charge: -1
E: -117443.407 eV
LUMO energy: 1.12 eV
gap between HOMO and LUMO: 4.76 eV

```
62
Properties=species:S:1:pos:R:3:forces:R:3:nbo_charge:R:1
Cl -1.6994 -2.0389 -0.7128 -0.4752 1.0159 -2.3513 -0.371
C -4.2533 2.1630 -1.6232 -0.5768 -0.3277 1.3170 -0.234
Cl -3.3614 2.0947 -3.0619 0.5139 -0.0790 -0.8012 0.012
C -5.2416 1.1032 -1.4191 0.0747 -0.2006 1.5117 0.419
O -5.2971 0.0891 -2.1095 -0.4075 0.0910 -0.8951 -0.659
C -6.0264 1.1774 -0.1450 1.6337 1.0329 -1.0133 -0.211
Cl -7.0797 -0.1147 0.1480 -0.6879 -0.5798 0.0475 0.015
C -5.6545 2.0515 0.8557 1.0518 0.1751 -1.6969 -0.078
Cl -6.3984 1.9251 2.3729 -0.4355 0.1782 0.9946 0.017
C -4.5577 2.9449 0.6524 -0.5563 -1.1049 -0.4417 -0.237
Cl -4.0125 3.8476 1.9714 0.4204 0.9646 1.0831 -0.001
C -3.8160 2.9184 -0.5419 -0.9011 -0.4273 0.1747 -0.031
Cl -2.2664 3.6892 -0.5670 -0.0782 0.2660 -0.2025 0.003
C 3.6858 -4.0229 -2.8911 0.0796 -0.2937 -0.1662 -0.602
C 3.0983 -2.7753 -2.2502 0.0374 -0.0756 0.3176 -0.118
C 3.4243 -1.5341 -3.1010 -0.1067 -0.0444 0.1897 -0.607
C 1.5637 -2.8904 -2.1506 -0.0700 0.4962 0.6307 -0.060
O 1.0415 -1.6324 -1.6645 1.0696 0.0189 -0.2273 -0.695
B 1.8231 -1.0451 -0.6964 -0.5467 -0.7075 0.1890 1.162
C 1.7384 0.4746 -0.3617 -0.9624 0.2862 0.6946 -0.403
C 0.9222 1.3443 -1.1020 0.6056 0.2526 -0.1774 -0.134
C 1.1874 2.7146 -1.0941 -0.2392 -0.2601 0.1171 -0.203
C 2.1387 3.2091 -0.2101 0.5278 0.4964 -0.2266 -0.089
C 2.5648 4.6506 -0.3584 -0.1734 0.1995 -0.0103 0.969
F 3.1659 4.8616 -1.5761 -0.5258 0.0646 0.9387 -0.335
F 1.4884 5.4970 -0.2817 1.1486 -0.4634 -0.1102 -0.327
F 3.4743 5.0296 0.5895 -0.7710 -0.0491 -0.6970 -0.334
C 2.7791 2.3929 0.7127 -0.3184 -0.3595 0.1037 -0.237
C 2.5293 1.0217 0.6569 0.4117 0.3118 -0.3044 -0.155
C -0.7975 -2.3402 2.4223 -0.0141 -2.4884 -0.8878 -0.005
C -1.5298 -3.2193 1.5621 2.7310 -1.0330 4.6188 -0.624
C -1.1045 -1.0286 2.8367 -1.4002 1.0319 1.6386 -0.147
C -0.0734 -0.1369 3.2542 -0.6948 -1.3795 -1.5022 -0.151
C -0.3982 1.1771 3.4718 -0.0054 0.1231 0.4671 -0.232
C -1.7329 1.5791 3.5289 0.2096 -0.0063 0.1135 -0.172
C -2.7716 0.6972 3.2221 0.1587 0.4061 0.6510 -0.155
C -2.4697 -0.6041 2.9157 0.8146 -0.4109 -0.8702 -0.161
O 2.8007 -1.7833 -0.0373 0.0183 0.6377 -0.1702 -0.736
C 3.6492 -2.6122 -0.8103 -0.3438 -0.3401 -0.3024 -0.040
H 3.4752 -4.9435 -2.3314 -0.0812 0.2527 0.0332 0.210
H 3.2914 -4.1639 -3.9023 0.0182 0.0627 0.0532 0.213
H 4.7718 -3.9445 -2.9781 0.0255 0.0451 0.0137 0.210
H 2.9762 -0.6193 -2.6766 0.3156 -0.3251 -0.2872 0.228
H 4.5081 -1.3895 -3.1770 -0.1722 -0.0491 -0.0808 0.206
H 2.9885 -1.6850 -4.0946 0.1784 0.1886 0.0301 0.214
H 1.1093 -3.1361 -3.1170 0.0490 0.3588 0.1050 0.197
H 1.2459 -3.6620 -1.4437 0.1934 -0.1544 -0.0061 0.186
H 0.1289 0.9354 -1.7140 0.1304 0.0076 -0.2657 0.246
H 0.6862 3.3931 -1.7843 -0.0425 -0.2085 0.2541 0.236
H 3.4729 2.8110 1.4401 -0.2169 -0.1040 -0.1678 0.226
H 2.9977 0.3689 1.3846 0.1962 -0.0632 -0.2292 0.216
H 0.2037 -2.7009 2.7130 -0.0112 0.5992 -0.8487 0.192
H -0.8157 -3.9710 1.1703 -0.9110 0.0477 0.3244 0.224
H -2.4869 -3.6170 1.8988 -0.3503 0.6230 -0.7958 0.262
H -1.7939 -2.4341 0.6065 -0.3138 0.3988 -0.4362 0.241
H 0.9507 -0.5241 3.2100 -0.2830 0.3991 0.0978 0.210
H 0.4122 1.8707 3.6226 -0.0388 0.3174 0.2753 0.214
H -1.9464 2.5724 3.8990 -0.1404 0.1432 -0.4167 0.222
H -3.8041 1.0228 3.2849 0.0974 0.0400 -0.0505 0.227
H -3.2830 -1.2945 2.6787 0.3643 0.1160 -0.0325 0.219
H 3.7146 -3.5718 -0.2944 -0.0975 -0.2056 -0.1328 0.173
H 4.6637 -2.1921 -0.8024 -0.1266 0.0922 -0.1815 0.172
```
Forces are in eV/Å.



# 3
This record from OMol25 describes an isolated molecule of C4H6N2 in a non-equilibrium geometry. The level of theory is wB97M-V/def2-TZVPD.

Computed properties:
total charge: 0
E: -7224.889 eV
SMILES: Nc1cc[nH]c1
LUMO energy: 1.12 eV
gap between HOMO and LUMO: 8.59 eV
ΔE to the lowest compared entry with this formula, charge and spin: 0.702 eV

```
12
Properties=species:S:1:pos:R:3:forces:R:3:nbo_charge:R:1
N 1.9975 0.4492 -0.2484 -0.3254 0.6377 0.0029 -0.821
C 0.6470 0.1168 -0.0237 -0.1131 -0.0025 -0.1503 0.087
C -0.3591 0.5130 -0.9455 0.1220 -0.1602 0.0888 -0.351
C -1.5386 -0.0774 -0.5113 0.1613 0.3208 -0.1460 -0.051
N -1.2692 -0.7796 0.6339 -0.0520 0.2659 -0.1919 -0.505
C 0.0669 -0.6434 0.9631 0.2139 -0.1763 -0.1984 -0.164
H 2.5113 0.4367 0.6479 -0.0791 0.7427 -1.2131 0.380
H 2.0004 1.3100 -0.8646 0.7496 -1.3040 1.6686 0.379
H -0.0570 1.1616 -1.7942 -1.0093 -0.6529 0.5110 0.218
H -2.5497 -0.0330 -0.8972 0.2454 0.0151 0.0211 0.210
H -1.9503 -1.2573 1.2057 0.1699 0.1853 -0.2693 0.411
H 0.4970 -1.1676 1.8058 -0.0834 0.1284 -0.1235 0.207
```
Forces are in eV/Å.



# 4
This record from OMol25 describes a structure of composition C15H21N4O2S3V in a non-equilibrium geometry. The level of theory is wB97M-V/def2-TZVPD.

Computed properties:
total charge: +3
E: -84116.482 eV
⟨S²⟩: 0.79
LUMO energy (alpha / beta): -12.71 / -12.80 eV
gap between HOMO and LUMO (alpha / beta): 5.31 / 5.17 eV
spin multiplicity: 2

```
46
Properties=species:S:1:pos:R:3:forces:R:3:nbo_charge:R:1
V -0.5295 0.6031 -0.0649 1.1212 -1.4229 2.6570 1.358
S -1.2941 2.7853 0.0880 1.7276 -0.9911 0.5487 0.348
C -2.5412 1.7418 -0.3443 -1.9460 0.5193 -1.5282 -0.212
N -2.4584 0.3820 -0.2537 1.0467 0.2873 -1.0648 -0.465
C -3.3871 -0.2514 -1.1007 -0.1678 0.0587 1.0493 0.082
C -3.6104 -1.6577 -1.1877 0.6177 0.9087 0.4876 -0.165
C -4.7165 -2.0654 -1.8868 -0.3020 0.1835 0.3676 -0.164
C -5.6414 -1.1241 -2.3577 -0.7665 -0.2759 -1.3711 -0.091
C -5.3805 0.2426 -2.3457 -0.6136 0.0969 -0.3353 -0.206
C -4.2517 0.7076 -1.7057 0.1857 -0.6525 0.4586 -0.178
S -3.7904 2.3740 -1.3456 -0.0150 -1.4876 0.2714 0.659
H -2.9747 -2.3610 -0.6368 -0.1463 0.3542 -0.4231 0.261
H -4.9460 -3.1103 -1.9983 0.0266 -0.2265 0.0709 0.266
H -6.5802 -1.5146 -2.8481 1.1425 0.6632 0.6258 0.277
H -6.0563 0.9359 -2.8264 -0.1821 -0.0362 0.0855 0.268
C 3.4602 0.0235 -3.7340 0.8771 -1.4185 -0.9048 -0.431
N 2.6660 -0.1932 -2.5370 -0.3843 0.5502 0.1632 -0.321
C 1.9891 -1.4858 -2.2701 1.0214 -0.0393 -0.1937 -0.334
C 0.8957 -1.0218 -1.3426 -2.2194 -0.4225 0.2972 0.698
O -0.2170 -1.5128 -0.8993 3.2583 2.3425 -0.6835 -0.548
N 1.1479 0.3088 -1.0684 -2.7980 -0.4961 1.3853 -0.667
C 2.1434 0.7889 -1.7960 2.2960 0.0466 -1.5093 0.675
N 2.5778 2.0519 -1.7245 -1.5384 -1.4891 0.5174 -0.719
H 2.8703 -0.2552 -4.6411 0.3732 0.2331 0.7071 0.247
H 4.3907 -0.6095 -3.7195 -0.8906 0.6981 0.0491 0.263
H 3.7392 1.0602 -3.8175 0.1630 0.2517 -0.0557 0.224
H 2.7299 -2.1894 -1.8109 -0.7489 0.4031 -0.0340 0.306
H 1.7000 -1.9316 -3.2282 -0.4789 -0.0361 0.3120 0.295
H 2.0698 2.6620 -1.0839 0.6673 0.0886 -0.6201 0.434
H 3.2890 2.3485 -2.3574 0.3878 0.6498 -0.0459 0.450
C 1.1560 -1.5312 3.8512 0.7575 -0.1883 0.5415 -0.640
C 0.0877 -0.4466 4.0572 -1.0691 -0.6895 0.0739 -0.571
S 0.1081 0.9061 2.8293 0.1443 0.1679 3.9014 1.226
O 0.6238 0.0833 1.6710 -1.1725 -0.0190 -5.1246 -0.905
C 1.5709 1.7652 3.4341 1.3143 0.3173 -0.2710 -0.608
C 2.8753 0.9090 3.3679 0.2982 0.8435 -1.6034 -0.628
H 0.7690 -2.5138 4.1223 -0.3064 0.1855 0.1550 0.266
H 2.0400 -1.3631 4.5102 -0.7529 -0.0854 -0.6305 0.244
H 1.4993 -1.6533 2.8227 -0.0863 0.2060 0.1478 0.228
H 0.1547 -0.0062 5.0404 0.0339 0.3595 0.2741 0.268
H -0.9413 -0.8554 3.9949 0.5381 0.1351 -0.1119 0.257
H 1.3926 2.1530 4.4457 -0.3592 -0.2171 -0.2336 0.288
H 1.7064 2.6445 2.7917 -0.2597 -0.1073 0.0582 0.243
H 3.1370 0.4323 4.2939 -0.0511 -0.1427 0.3045 0.248
H 3.7252 1.5841 3.0668 -0.8741 -0.5649 0.4892 0.255
H 2.8020 0.1599 2.5459 0.1306 0.4583 0.7452 0.221
```
Forces are in eV/Å.



# 5
This record from OMol25 describes an isolated molecule of C3H6N2O. The level of theory is wB97M-V/def2-TZVPD.

Computed properties:
total charge: 0
E: -8235.435 eV
SMILES: NC(=O)[C@H]1CN1
LUMO energy: 0.97 eV
gap between HOMO and LUMO: 10.69 eV
ΔE to the lowest compared entry with this formula, charge and spin: 1.264 eV

```
12
Properties=species:S:1:pos:R:3:forces:R:3:nbo_charge:R:1
N 1.7285 0.1128 -0.4554 0.0805 0.0355 0.1856 -0.828
C 0.9234 0.7817 0.4263 -0.0064 0.0162 0.0111 0.663
O 1.3128 1.6826 1.1472 -0.0785 -0.2477 -0.3526 -0.599
C -0.5201 0.3532 0.4428 0.0100 0.2745 0.1260 -0.188
C -1.2180 -0.3044 -0.6912 -0.0661 0.1234 -0.2995 -0.248
N -0.7769 -1.0886 0.4483 -0.0596 -0.1847 0.2007 -0.584
H 2.7195 0.2636 -0.3375 -0.1037 -0.0148 -0.0265 0.401
H 1.4468 -0.8010 -0.7797 -0.0198 0.1125 0.1280 0.398
H -1.1132 0.9905 1.0926 0.0677 -0.1221 -0.0456 0.220
H -0.6785 -0.5000 -1.6152 -0.0931 0.0683 0.1394 0.199
H -2.2769 -0.0907 -0.8232 0.1779 -0.0265 0.0845 0.203
H -1.5401 -1.2990 1.0855 0.0912 -0.0347 -0.1511 0.363
```
Forces are in eV/Å.



# 6
This record from OMol25 describes an isolated molecule of C4H7F in a non-equilibrium geometry. The level of theory is wB97M-V/def2-TZVPD.

Computed properties:
total charge: 0
E: -6975.115 eV
SMILES: CC1(F)CC1
LUMO energy: 1.11 eV
gap between HOMO and LUMO: 10.38 eV
ΔE to the lowest compared entry with this formula, charge and spin: 3.078 eV

```
12
Properties=species:S:1:pos:R:3:forces:R:3:nbo_charge:R:1
C -0.0275 -0.7519 -1.3848 0.5213 0.8247 -0.7079 -0.639
C -0.0091 -0.2391 0.0947 -1.1383 3.1313 -6.1581 0.304
F 0.9529 -0.6282 0.7806 5.7445 -3.4675 3.5238 -0.314
C -1.0213 0.4673 0.8333 1.7469 0.7269 1.5434 -0.457
C 0.0050 1.1902 -0.1569 0.6698 2.0422 6.5536 -0.446
H -0.5409 -1.6515 -1.3022 -0.4381 -2.2876 -1.0672 0.202
H 1.0569 -0.7810 -1.7246 -1.2459 -0.6350 0.8166 0.234
H -0.4604 -0.1127 -2.2710 0.1624 -0.8687 2.3956 0.222
H -0.7100 0.6053 2.0122 -1.7435 -0.5450 -3.3834 0.255
H -1.8426 0.1493 0.2978 -3.1864 0.2266 0.4932 0.224
H -0.3569 1.6700 -0.9694 -0.8708 1.2299 -2.3874 0.206
H 0.5951 1.7751 0.6141 -0.2218 -0.3778 -1.6221 0.209
```
Forces are in eV/Å.



It is found that the M values, taken in the order of the records, are 468.33 663.99 82.11 436.50 86.09 74.10 g mol⁻¹.